# 1
A molecular structure, C31H48BaCl3N4O4Si, computed with ωB97M-V/def2-TZVPD.

Values from the calculation:
- ΔE to the lowest compared entry with this formula, charge and spin: 0.0 kcal/mol
- Net charge: -1
- HOMO-LUMO gap: 3.184 eV

CARTESIAN COORDINATES (ANGSTROEM)
C -2.88957 -2.98370 -2.53562
C -2.44296 -1.75920 -3.26346
H -3.53429 -3.59702 -3.17500
H -3.43657 -2.73053 -1.60703
H -2.01747 -3.57628 -2.22037
C -3.07927 -1.20432 -4.30580
C -4.34611 -1.71021 -4.90986
H -2.67069 -0.30361 -4.76782
H -4.85631 -2.44645 -4.28289
H -4.18002 -2.15553 -5.89870
H -5.03420 -0.86979 -5.06499
Ba -0.31431 -0.69961 0.70342
Cl 0.47897 -2.89836 -1.69711
Cl -2.55340 -1.44228 2.31589
H 3.26485 0.67640 5.42574
H 3.81178 -1.84770 5.89129
C 2.22753 0.36903 5.24806
C 2.75116 -2.03952 5.69329
N 2.19612 -1.02240 4.80942
H 1.77164 0.99557 4.47399
C 1.68746 -1.33695 3.62077
O 1.19284 -0.48685 2.84334
H 2.63743 -3.01559 5.20519
H 1.72737 -2.41267 3.35667
H 1.67888 0.46991 6.19119
H 2.22994 -2.04354 6.65699
H -3.97026 -0.47654 -0.63829
H -3.73980 1.44600 -2.64869
C -4.26926 0.38767 -0.02525
C -4.11876 2.06967 -1.82321
N -3.62663 1.59210 -0.53822
H -3.98258 0.19355 1.01360
C -2.46897 2.07901 -0.04915
O -1.80617 1.58997 0.88312
H -3.78831 3.10573 -1.97208
H -2.12129 2.99287 -0.58101
H -5.35240 0.53056 -0.12962
H -5.21245 2.02185 -1.82099
O -1.71863 -0.47679 -1.47399
C -1.32349 -0.99571 -2.60361
C -0.73762 1.31279 -3.52296
C -0.52280 -0.06706 -3.51437
H -1.36598 1.76405 -2.75190
C -0.16877 2.08006 -4.54048
H -0.50507 -1.90448 -2.25439
C 0.42856 -0.63762 -4.35588
H -0.41980 3.14245 -4.60041
C 0.65691 1.47296 -5.49333
C 1.00105 0.11709 -5.37408
H 0.65843 -1.69289 -4.20595
H 1.03675 2.06085 -6.32788
H 1.69135 -0.35381 -6.07815
Si -2.97948 -4.35383 3.77191
Cl -3.54457 -4.48500 1.76310
C -3.70867 -2.91619 4.76224
C -1.12303 -4.59854 3.77154
C -3.77966 -5.80329 4.70711
H -3.54756 -1.94735 4.25143
H -3.23312 -2.86014 5.75747
H -4.79261 -3.06312 4.90524
H -4.86165 -5.65390 4.79785
H -3.37707 -5.90780 5.72679
H -3.61842 -6.75598 4.19398
H -0.63281 -3.85104 3.13947
H -0.89609 -5.59904 3.37539
H -0.70860 -4.53421 4.79041
C 4.75231 4.46208 0.37007
N 3.57216 3.64751 0.54592
N 3.26272 2.62681 -0.27510
C 2.09164 2.01285 0.15749
O 1.59034 1.00400 -0.39804
C 1.70888 2.76217 1.32580
C 2.66883 3.72282 1.54068
C 2.82303 4.70432 2.63929
C 4.00264 2.31419 -1.44459
C 5.38513 2.12370 -1.36159
C 6.11683 1.93466 -2.53522
C 5.45811 1.89279 -3.77307
C 4.06390 2.03455 -3.83769
C 3.33058 2.22644 -2.67008
H 4.58181 5.40680 0.88710
H 4.93642 4.68025 -0.68511
H 5.64453 3.99126 0.80709
H 0.82158 2.58280 1.90983
H 3.74040 4.53031 3.22838
H 2.83722 5.74704 2.27906
H 1.96834 4.60154 3.32100
H 5.87339 2.13493 -0.38375
H 7.20152 1.82894 -2.47776
H 6.02809 1.73986 -4.69148
H 3.54289 2.00271 -4.79492
H 2.24524 2.33098 -2.67668

# 2
A molecular structure, C3H4CoLiO4, computed with ωB97M-V/def2-TZVPD.

Values from the calculation:
- ⟨S²⟩: 3.756
- 2S+1: 4
- Net charge: +3
- HOMO-LUMO gap (spin up / spin down): 8.017 / 6.242 eV

CARTESIAN COORDINATES (ANGSTROEM)
O -0.46504 0.93468 0.19561
C 0.61942 0.09893 0.00981
C -1.71114 0.50537 0.05817
O 1.68142 0.74615 -0.07506
O 0.43283 -1.11027 -0.00144
C -2.62985 0.18155 0.97514
Co 2.43681 2.22517 -0.46034
H -3.68185 0.40109 0.79796
H -2.31201 0.26430 2.01466
Li 1.01220 -2.76728 0.51949
O -2.07734 0.10310 -1.25643
H -2.31009 0.84691 -1.85265
H -2.97348 -0.44801 -1.06636

# 3
A molecular structure, C3H7NOS2, computed with ωB97M-V/def2-TZVPD.

Values from the calculation:
- ΔE to the lowest compared entry with this formula, charge and spin: 57.1 kcal/mol
- HOMO-LUMO gap: 8.725 eV

CARTESIAN COORDINATES (ANGSTROEM)
C -0.67195 -0.12060 1.46470
C 0.18635 1.22064 -0.71592
C -0.58675 -0.02635 -0.51771
N 0.06941 -1.24882 -0.84723
O -0.45967 -1.41438 1.75230
S -0.93751 1.16258 2.38791
S 2.01215 1.02011 -0.33578
H 0.04918 1.57471 -1.64781
H -0.07187 2.06198 -0.04702
H -1.54537 0.03963 -0.80164
H -0.25165 -1.91744 0.85436
H 0.97789 -1.20592 -1.25700
H -0.60139 -1.84973 -1.30079
H 1.83117 0.70361 1.01163

# 4
A molecular structure, C47H81BBr2N3O13P2, computed with ωB97M-V/def2-TZVPD.

Values from the calculation:
- Net charge: +1
- HOMO-LUMO gap: 7.931 eV

CARTESIAN COORDINATES (ANGSTROEM)
C 1.43182 5.15277 -3.03614
C 2.35074 3.99935 -2.58834
C 1.61320 2.84697 -1.88513
O 2.37370 2.43038 -0.75839
C 1.79150 2.13451 0.45173
C 0.41757 2.68488 0.80031
P 0.25195 4.53830 0.56016
C -0.75281 5.04069 2.01580
C 1.89293 5.27735 0.96537
N -0.73141 1.94076 0.35333
B -1.77872 2.48614 -0.52718
O -1.84538 1.96982 -1.82857
C -2.91343 3.49986 -0.13029
C -2.92135 4.74787 -1.05763
C -0.56588 0.49850 0.30003
C 0.83158 0.03215 -0.13727
P 0.52999 -1.82797 -0.37001
C 2.08391 -2.78841 -0.60852
C -0.19753 -1.87169 -2.05101
C -0.59444 -3.34637 -2.29185
N 1.91503 0.61028 0.73740
C 3.37248 0.28106 0.42628
C 3.99205 -0.14579 -0.91833
C 3.34453 -0.03966 -2.29775
N 4.18893 -0.84285 -3.22442
C 4.24102 -0.17323 -4.53465
C 2.88684 -0.06252 -5.17640
C 2.05602 -1.16425 -5.36619
C 0.82639 -1.05531 -6.00298
C 0.38312 0.18183 -6.47003
C 1.19329 1.29377 -6.28072
C 2.43344 1.17318 -5.65040
O 3.21556 2.31593 -5.51165
C 1.70011 0.38093 2.20083
Br 1.64804 -1.52744 2.61040
C 2.67922 1.11617 3.18662
C 2.09299 2.43004 3.73465
Br 3.03200 0.02625 4.78323
H 0.43184 5.09075 -2.62155
H 1.85205 6.08970 -2.68281
H 1.42396 5.23228 -4.11840
H 2.99487 3.63211 -3.37999
H 3.02329 4.39880 -1.83237
H 1.52997 2.03678 -2.61115
H 0.59695 3.17481 -1.70190
H 2.41846 2.65630 1.17203
H 0.42186 2.65063 1.90036
H -1.63759 5.57724 1.69430
H -0.19838 5.67977 2.69738
H -1.11796 4.14681 2.51686
H 2.71324 4.76074 0.47906
H 2.05763 5.18753 2.04011
H 1.85698 6.33343 0.73134
H -1.40448 2.52465 -2.47485
H -2.91217 3.74903 0.92553
H -3.83276 2.94950 -0.33105
H -3.88854 4.84276 -1.53759
H -2.19163 4.63948 -1.85600
H -2.67176 5.66953 -0.54404
H -1.25355 0.07675 -0.42322
H -0.81594 0.05515 1.26306
H 0.90831 0.45739 -1.13224
H 2.49584 -2.64242 -1.60733
H 1.81393 -3.83673 -0.52713
H 2.84426 -2.57115 0.12907
H 0.51465 -1.59906 -2.82653
H -1.10286 -1.27576 -2.08676
H 0.23333 -3.86745 -2.74855
H -1.40448 -3.35333 -3.01207
H -0.88830 -3.84682 -1.37309
H 3.68731 -0.45590 1.15859
H 3.92103 1.15359 0.75840
H 4.33423 -1.17469 -0.84397
H 4.92473 0.40737 -1.00850
H 2.34651 -0.44415 -2.38060
H 3.43150 0.98794 -2.65017
H 5.12619 -0.85993 -2.84197
H 4.66921 0.82105 -4.41705
H 4.87405 -0.76125 -5.19506
H 2.37346 -2.14088 -5.02246
H 0.19559 -1.90862 -6.18622
H -0.55215 0.29621 -6.99202
H 0.86738 2.25133 -6.65813
H 2.68265 2.97255 -5.05926
H 0.71273 0.66950 2.52082
H 3.66928 1.34046 2.81544
H 2.36265 3.26195 3.08917
H 2.54489 2.62672 4.69713
H 1.01423 2.37201 3.83528
O -3.37681 -1.51604 0.88087
C -3.32871 -1.31741 2.06397
O -2.78322 -0.19243 2.57355
C -2.75753 -0.26307 4.01907
C -3.82273 -1.27615 4.38571
C -3.78213 -2.22529 3.19048
H -1.75961 -0.58646 4.32827
H -2.95336 0.72148 4.42954
H -3.63687 -1.75651 5.33929
H -4.79875 -0.78801 4.43156
H -3.03904 -3.01473 3.32090
H -4.75136 -2.66163 2.96645
O -7.62626 -4.42056 -3.46786
C -6.68462 -4.01368 -2.85765
O -6.79892 -3.36229 -1.67500
C -5.50948 -2.90025 -1.23226
C -4.50136 -3.78932 -1.94566
C -5.22113 -4.09164 -3.25921
H -5.40352 -1.84940 -1.50833
H -5.44910 -2.98470 -0.15167
H -3.52836 -3.31808 -2.06589
H -4.35993 -4.71349 -1.38304
H -5.02955 -3.33163 -4.01799
H -4.98494 -5.07613 -3.65205
O 0.79218 -3.84627 -6.92901
C 1.40536 -4.80843 -6.56974
O 1.37273 -5.27023 -5.29802
C 2.29071 -6.37063 -5.14384
C 2.49303 -6.91982 -6.54882
C 2.34367 -5.66090 -7.40191
H 3.21740 -5.98765 -4.70999
H 1.85802 -7.09887 -4.46223
H 3.44278 -7.43464 -6.67442
H 1.69533 -7.62305 -6.78972
H 3.28776 -5.12626 -7.51662
H 1.91136 -5.86318 -8.37703
O -3.77787 2.31799 6.02016
C -2.68382 2.77822 6.12925
O -1.59154 2.01064 6.39624
C -0.43287 2.83945 6.56981
C -0.76148 4.13826 5.84491
C -2.27388 4.23728 6.03353
H -0.26882 2.99056 7.63855
H 0.43296 2.32749 6.15316
H -0.20773 4.99323 6.22823
H -0.53298 4.03682 4.78232
H -2.54266 4.73695 6.96452
H -2.77077 4.72019 5.19706
O -2.96484 -3.44219 6.10381
C -1.95729 -3.14464 6.67826
O -1.43424 -1.89421 6.61763
C -0.17049 -1.84915 7.30170
C -0.20092 -3.02546 8.27058
C -1.06236 -4.03692 7.51406
H 0.62315 -1.93850 6.55512
H -0.07045 -0.89253 7.80897
H 0.78938 -3.39124 8.53249
H -0.70478 -2.73067 9.19138
H -0.46957 -4.65861 6.84141
H -1.65467 -4.66431 8.17296

# 5
A molecular structure, C33H29Cl2N4O4Sc, computed with ωB97M-V/def2-TZVPD.

Values from the calculation:
- ΔE to the lowest compared entry with this formula, charge and spin: 0.0 kcal/mol
- HOMO-LUMO gap: 7.503 eV

CARTESIAN COORDINATES (ANGSTROEM)
Sc -0.35418 0.29751 -0.18640
C -3.78009 0.36354 2.92632
O -3.29326 1.67959 3.19508
C -1.97362 1.71973 3.60545
C -1.69228 2.11834 4.89790
C -0.37642 2.20573 5.34976
C 0.64673 1.85408 4.49346
C 0.38973 1.45379 3.17726
C 1.52689 1.05948 2.35612
N 1.45062 0.67328 1.13523
N 2.67045 0.35505 0.54172
C 2.46602 -0.09057 -0.66954
O 1.30614 -0.25223 -1.21026
C 3.66446 -0.37849 -1.50277
C 3.49772 -0.59578 -2.86656
C 4.59946 -0.84600 -3.67123
C 5.86852 -0.89295 -3.11474
C 6.03603 -0.68580 -1.75124
C 4.93991 -0.42646 -0.94687
C -0.93778 1.41957 2.68695
O -1.22637 1.16099 1.43877
H -4.80897 0.47813 2.59183
H -3.18808 -0.12490 2.15091
H -3.76021 -0.23288 3.84241
H -2.52604 2.35137 5.54750
H -0.16589 2.51851 6.36219
H 1.67463 1.88153 4.83285
H 2.51528 1.08298 2.82060
H 2.50002 -0.56653 -3.27990
H 4.46576 -1.00895 -4.73210
H 6.72818 -1.09358 -3.74114
H 7.02507 -0.72878 -1.31506
H 5.05556 -0.25730 0.11442
Cl -3.35531 -2.57191 -2.90697
C -2.77140 -3.02358 -1.34102
C -3.15229 -4.26820 -0.80884
C -2.73342 -4.65290 0.43141
Cl -3.24299 -6.18856 1.07284
C -1.88626 -3.81592 1.19980
C -1.39594 -4.12355 2.48816
C -0.56556 -3.24278 3.11899
C -0.19938 -2.05392 2.45916
N -0.64334 -1.72900 1.27031
C -1.49846 -2.58256 0.64073
C -1.97422 -2.13953 -0.63854
O -1.63089 -0.96048 -1.06367
H -3.79120 -4.91550 -1.39262
H -1.68281 -5.05454 2.95643
H -0.17215 -3.44790 4.10445
H 0.49258 -1.36295 2.92703
C -1.47117 5.07390 1.95155
N -1.70155 4.59389 0.56946
C -2.89113 3.69481 0.50340
C -0.44287 3.95449 0.00139
C -0.69960 3.45474 -1.38859
C -0.87777 4.40745 -2.39610
C -1.22208 4.00478 -3.67369
C -1.37131 2.64661 -3.93145
C -1.16152 1.71414 -2.92501
C -0.82484 2.07350 -1.60582
H -2.36451 5.57974 2.30900
H -0.62103 5.75254 1.95264
H -1.26164 4.20693 2.57668
H -1.90308 5.39384 -0.03451
H -2.71774 2.84610 1.16000
H -3.00501 3.35336 -0.52187
H -3.75851 4.26559 0.82772
H -0.20010 3.13848 0.67883
H 0.32262 4.73228 0.06275
H -0.72177 5.46516 -2.19302
H -1.35792 4.73404 -4.46156
H -1.64284 2.31678 -4.92738
H -1.27961 0.66252 -3.17081

# 6
A molecular structure, C39H49Cl5N5O4P2PbSSe, computed with ωB97M-V/def2-TZVPD.

Values from the calculation:
- ΔE to the lowest compared entry with this formula, charge and spin: 27.3 kcal/mol
- Net charge: -1
- HOMO-LUMO gap: 5.736 eV

CARTESIAN COORDINATES (ANGSTROEM)
Pb 1.52880 -0.29334 0.37729
C 4.16742 4.30171 0.04275
C 3.69981 2.92640 -0.20498
C 3.96742 2.53071 -1.66797
P 2.12863 2.39535 0.53015
C 2.00929 3.11055 2.20602
C 1.71943 4.63332 2.12246
C 3.15892 2.63699 2.98629
C 0.77940 3.16073 -0.32275
C 0.96748 4.09125 -1.31942
C -0.09059 4.42456 -2.16344
C -1.35048 3.90003 -1.92609
C -1.53196 2.98400 -0.88248
C -0.50834 2.63515 -0.02525
N -0.63375 1.73005 1.00039
C -1.39801 2.07224 2.06852
C -2.07810 3.30084 2.25825
C -2.82534 3.55324 3.39199
C -2.86531 2.69478 4.50443
C -2.08984 1.58136 4.36949
C -1.37556 1.25152 3.22498
P -0.18776 -0.13243 3.25026
C 0.91174 -0.19887 4.71133
C 1.51222 -1.58964 4.86977
C 0.57860 0.42923 6.11822
C -1.31706 -1.65205 3.51220
C -1.94666 -1.86426 4.91074
C -2.45534 -1.59195 2.46957
H 4.30068 4.52324 1.13228
H 3.49271 5.07391 -0.36277
H 5.14345 4.43412 -0.48335
H 4.40927 2.26468 0.41929
H 3.38796 3.13879 -2.37563
H 3.76017 1.47901 -1.98623
H 5.05631 2.65725 -1.88768
H 1.15266 2.53244 2.59386
H 2.61156 5.11026 2.36040
H 1.01818 4.95527 2.92952
H 1.38008 5.03019 1.17613
H 4.11259 2.94721 2.63825
H 3.29187 1.57618 3.12787
H 3.01499 3.07364 3.99101
H 1.93635 4.48446 -1.63400
H 0.11472 5.14354 -2.94834
H -2.19563 4.13512 -2.56960
H -2.51915 2.60172 -0.69416
H -2.15037 4.00281 1.43301
H -3.43279 4.43484 3.56730
H -3.46231 2.88041 5.39252
H -1.93552 0.81959 5.20968
H 1.78280 0.45806 4.46237
H 0.72489 -2.29163 5.22467
H 2.41978 -1.57438 5.56826
H 1.87153 -1.90925 3.89265
H -0.23944 -0.11313 6.51703
H 0.38807 1.47499 5.95326
H 1.48388 0.14834 6.78635
H -0.67100 -2.48213 3.24107
H -2.90671 -1.29476 4.96347
H -1.29500 -1.54874 5.78838
H -2.14032 -2.89786 4.99475
H -3.12335 -0.77788 2.69414
H -3.11076 -2.48251 2.52001
H -2.11806 -1.45150 1.47854
Cl 0.62713 1.00018 -2.82027
C 1.40304 -0.56943 -3.04926
C 2.13888 -1.03536 -1.93506
C 2.80375 -2.18666 -2.08116
Cl 3.61107 -2.88004 -0.71191
C 2.79870 -2.82227 -3.34090
Cl 3.73500 -4.25570 -3.63687
C 2.08398 -2.30657 -4.40908
Cl 2.05395 -3.05220 -5.95553
C 1.28916 -1.18282 -4.25341
Cl 0.26551 -0.56343 -5.48200
Se 5.51945 -0.40758 4.12665
C 4.38673 -0.56571 2.67685
N 3.67778 -0.58798 1.70184
C -3.02714 -3.33889 -7.39773
C -2.05410 -4.39829 -6.76920
S -2.62705 -4.94026 -5.18282
O -3.98788 -5.40204 -5.20111
O -1.65887 -5.86976 -4.70100
C -2.53932 -3.47684 -4.14838
C -2.80426 -3.84229 -2.69667
N -2.35067 -2.73504 -1.90295
C -1.09638 -2.68089 -1.40117
N -0.84199 -1.45389 -0.85918
C -1.94448 -0.70998 -1.06844
C -2.92124 -1.45017 -1.71137
N -4.18878 -1.11746 -2.13210
O -4.45193 0.04294 -1.98026
O -4.98120 -2.00147 -2.49533
C -0.04921 -3.74766 -1.42762
H -2.53200 -3.08607 -8.32610
H -3.12759 -2.39338 -6.77038
H -3.98513 -3.81895 -7.53595
H -1.03866 -4.02813 -6.56301
H -1.95725 -5.30572 -7.38293
H -3.30654 -2.73478 -4.48849
H -1.54175 -3.05366 -4.36424
H -2.22004 -4.71415 -2.40598
H -3.83206 -3.97768 -2.58338
H -2.04640 0.28281 -0.65859
H -0.38269 -4.74891 -1.01580
H 0.77498 -3.43848 -0.77160
H 0.29636 -4.02310 -2.41510

Let's list molecular weight in order: 812.5, 169.9, 137.2, 1128.7, 661.5, 1209.3 Da.